Entry 1:
Formula: C35H52P3SSbSc
Source: the Open Molecules 2025 dataset
Level of theory: wB97M-V/def2-TZVPD

The value obtained for the frontier orbital gap is 4.5561 eV. The total energy is -3786.9876 Eh. The energy relative to the best compared isomer or geometry (same formula, charge and spin) is 185.9 kJ/mol. The net charge is +3.

Each line ends with the Mulliken charge.
Cartesian coordinates (Å):
Sc -0.40876 1.11084 -1.53133  -1.254
P 1.36424 2.50277 -0.32398  1.259
P -2.16941 1.15414 0.54291  1.393
P -1.70335 2.93268 -2.55378  1.289
H -0.06511 -1.65166 -6.75434  0.170
C 0.00558 -0.60954 -7.04785  -0.403
C 0.91015 0.17938 -6.41942  -0.412
H 1.14054 -0.13629 -5.38136  0.144
C 2.96825 1.92276 0.37116  -1.101
C 0.92510 3.72913 0.99006  -0.996
C 2.03466 3.66356 -1.60109  -1.136
C -3.70568 0.29791 -0.00907  -1.353
C -2.26233 0.54772 2.28581  -1.156
C -2.82757 2.82185 0.97402  -1.226
C -0.91540 2.89229 -4.20380  -1.172
C -1.58386 4.71708 -2.11004  -1.214
C -3.49703 2.84588 -2.96413  -1.373
H -0.71618 -0.38485 -7.87849  0.267
H 1.51248 1.02391 -6.89596  0.272
H 3.31079 1.03209 -0.17223  0.382
H 2.87244 1.69929 1.44343  0.142
H 3.69370 2.73704 0.23404  0.580
H 0.41186 3.22367 1.82227  0.006
H 0.29590 4.52378 0.55911  0.407
H 1.85847 4.17303 1.37029  0.540
H 2.10717 3.14487 -2.57301  0.353
H 3.05030 3.92637 -1.27377  0.497
H 1.41257 4.57104 -1.66022  0.270
H -4.44410 0.48741 0.77838  0.456
H -3.50377 -0.77848 -0.07168  0.423
H -4.05438 0.65965 -0.98270  0.342
H -3.25336 0.85476 2.66074  0.695
H -1.50049 1.03063 2.91732  0.253
H -2.17311 -0.54828 2.32158  0.118
H -3.52421 2.66116 1.81425  0.528
H -3.35470 3.30074 0.14212  0.389
H -2.00661 3.47047 1.30691  0.289
H -1.65452 3.25853 -4.93369  0.434
H -0.65195 1.85380 -4.48778  0.359
H -0.02815 3.55088 -4.21484  0.415
H -2.21077 5.28730 -2.81061  0.481
H -0.54042 5.04881 -2.18997  0.330
H -1.94364 4.87049 -1.08453  0.309
H -3.65641 3.55864 -3.78278  0.577
H -4.09905 3.11081 -2.08688  0.379
H -3.75673 1.82817 -3.28169  0.366
C 0.21365 -2.30257 -2.88882  1.101
C -0.85270 -1.40980 -3.13966  0.450
C -1.71632 -1.74550 -4.19523  -0.471
C -1.52000 -2.94974 -4.94849  -0.965
C -0.41681 -3.82239 -4.70067  -0.489
C 0.46238 -3.46943 -3.69345  -0.778
S 1.26342 -2.06273 -1.49790  -0.091
H 2.40945 -2.37581 -2.19024  0.204
H -1.17041 -0.43723 -2.44160  -0.132
H -2.51376 -0.99484 -4.43770  0.399
H -2.21385 -3.23260 -5.76097  0.395
H -0.26392 -4.77423 -5.27905  0.417
H 1.30939 -4.15718 -3.50951  0.396
C 0.57653 0.48022 6.75981  -0.705
C 0.70663 1.48772 5.79996  -0.495
C 0.82187 1.16672 4.44399  -0.548
C 0.77928 -0.17115 4.05351  0.901
C 0.74275 -1.18948 5.00323  -0.747
C 0.59934 -0.86413 6.36319  -0.704
Sb 1.02415 -0.83888 1.95834  0.508
C 2.94607 -1.71643 2.38245  0.875
C 3.20541 -2.99949 1.89716  -0.339
C 4.35143 -3.68110 2.32037  -0.674
C 5.24391 -3.05617 3.20724  -0.546
C 4.99804 -1.74702 3.66959  -0.618
C 3.84916 -1.06551 3.23431  -0.316
C -0.36438 -2.55023 2.03951  1.398
C -0.20718 -3.53259 1.07114  -0.548
C -1.09383 -4.60120 1.01046  -1.015
C -2.03006 -4.81417 2.01990  -0.662
C -2.15619 -3.88034 3.05693  -0.686
C -1.31835 -2.73995 3.06042  -0.312
H 0.47874 0.73940 7.81734  0.418
H 0.75084 2.53216 6.08804  0.452
H 0.99817 1.94455 3.70675  0.263
H 0.85695 -2.24255 4.69552  0.528
H 0.53417 -1.67597 7.09729  0.437
H 2.53298 -3.47933 1.18404  0.180
H 4.56749 -4.67296 1.90779  0.406
H 6.18122 -3.54862 3.49166  0.384
H 5.70752 -1.20965 4.31561  0.399
H 3.64447 -0.02898 3.54353  0.266
H 0.59384 -3.49216 0.34594  0.070
H -1.09155 -5.27310 0.16311  0.480
H -2.72491 -5.65594 1.99958  0.393
H -2.93473 -3.97531 3.83717  0.411
H -1.42340 -2.01059 3.88509  0.396

Entry 2:
Formula: C22H35BeNO3P2S
Source: the Open Molecules 2025 dataset
Level of theory: wB97M-V/def2-TZVPD

The value obtained for the frontier orbital gap is 6.2406 eV. The total energy is -2235.3511 Eh. The energy relative to the best compared isomer or geometry (same formula, charge and spin) is 0.0 kJ/mol.

Each line ends with the Mulliken charge.
Cartesian coordinates (Å):
P -1.46308 0.82423 -1.45034  1.330
P 1.52839 0.30799 -1.50803  1.495
C -0.53604 1.53740 -2.88829  -0.599
C 0.76930 0.77495 -3.12216  -0.573
H -0.34552 2.60065 -2.66054  0.310
H -1.18258 1.48169 -3.77817  -0.045
H 0.60185 -0.16209 -3.67773  0.330
H 1.50053 1.38275 -3.67455  -0.048
C 2.53946 1.76521 -1.11137  -1.557
H 3.19742 1.51995 -0.27015  0.376
H 1.88999 2.59990 -0.82354  0.379
H 3.12975 2.02440 -1.99924  0.481
C 2.70436 -1.01029 -1.88571  -1.519
H 3.30941 -0.69875 -2.74603  0.448
H 2.15646 -1.93087 -2.12117  0.376
H 3.34358 -1.19217 -1.01576  0.425
C -2.63258 2.13086 -0.99913  -1.396
H -3.37912 1.75206 -0.29440  0.463
H -3.13255 2.47940 -1.90810  0.392
H -2.08820 2.96041 -0.53339  0.317
C -2.43671 -0.47612 -2.27446  -1.492
H -1.78280 -1.30499 -2.57224  0.342
H -2.91772 -0.04166 -3.15919  0.406
H -3.19808 -0.85927 -1.58872  0.430
Be 0.02419 -0.05573 0.02792  -1.474
C 1.64292 1.90400 -6.84728  -0.183
C 1.97449 2.98369 -6.12346  -0.465
C 1.45427 4.38000 -6.30059  -0.588
C 0.04656 4.52763 -6.91976  -0.920
C -1.03969 3.73374 -6.24440  -0.203
C -1.39064 2.47042 -6.47930  -0.490
C -0.81614 1.55009 -7.51921  -0.591
C 0.63810 1.82579 -7.96221  -0.931
C -1.55583 -0.11658 0.82811  -1.581
H 2.17721 0.96114 -6.68071  0.354
H 2.77460 2.90132 -5.38052  0.460
H 2.15174 4.96791 -6.92468  0.316
H 1.46544 4.86635 -5.31200  0.309
H -0.22869 5.59197 -6.82823  0.400
H 0.09383 4.30974 -7.99100  0.347
H -1.61329 4.32973 -5.51864  0.326
H -2.25334 2.04612 -5.94717  0.515
H -1.44596 1.56505 -8.42747  0.320
H -0.88611 0.52059 -7.13250  0.304
H 0.93849 0.98050 -8.60464  0.400
H 0.66520 2.71992 -8.59193  0.341
H -1.47395 -1.12901 1.26228  0.353
H -2.57147 -0.06799 0.41335  0.825
H -1.50370 0.64444 1.62094  0.332
O 1.35231 1.55402 2.06552  -0.695
C 1.44723 0.32636 2.18167  0.411
N 1.17296 -0.54599 1.12732  1.137
S 1.48568 -2.16644 1.38040  1.076
O 0.25954 -2.89341 1.18767  -0.648
O 2.68272 -2.57178 0.70099  -0.651
C 1.78000 -1.84517 3.09267  0.429
C 1.87773 -2.81452 4.08865  -0.746
C 1.96081 -2.37671 5.41876  -0.470
C 1.92486 -1.00092 5.73216  -0.479
C 1.81200 -0.04643 4.71116  -0.578
C 1.74693 -0.48690 3.37893  0.015
H 1.86231 -3.86332 3.80815  0.446
H 2.03082 -3.12055 6.22208  0.361
H 1.97720 -0.69803 6.78000  0.386
H 1.76808 1.02398 4.93173  0.460

Entry 3:
Formula: C2H3ClO2S
Source: the Open Molecules 2025 dataset
Level of theory: wB97M-V/def2-TZVPD

The value obtained for the frontier orbital gap is 8.0238 eV. The total energy is -1086.7752 Eh. The energy relative to the best compared isomer or geometry (same formula, charge and spin) is 198.3 kJ/mol.

Each line ends with the Mulliken charge.
Cartesian coordinates (Å):
C -1.01146 0.27558 0.14387  0.585
C 1.14873 0.24344 0.85539  -0.686
O -1.54982 1.09954 0.77451  -0.318
O 0.08777 -0.31873 0.00755  -0.193
S -2.27540 -0.71831 -1.82137  -0.143
Cl -0.65978 -1.48753 -2.84119  -0.154
H 2.16215 -0.31747 0.44256  0.209
H 0.95655 -0.01166 1.81263  0.341
H 1.14127 1.23514 0.62603  0.359

Entry 4:
Formula: C2H4ClOP
Source: the Open Molecules 2025 dataset
Level of theory: wB97M-V/def2-TZVPD

The value obtained for the frontier orbital gap is 7.9535 eV. The total energy is -955.3160 Eh. The energy relative to the best compared isomer or geometry (same formula, charge and spin) is 236.4 kJ/mol.

Each line ends with the Mulliken charge.
Cartesian coordinates (Å):
C 0.79038 -0.38834 -0.06056  -0.795
C -2.22379 0.92484 -0.18747  -0.297
O 0.20445 2.19283 -0.11266  -0.553
P -0.51371 0.96848 0.23830  0.571
Cl -3.25410 -0.48277 -0.00429  -0.147
H 0.36695 -1.19112 0.46578  0.343
H 0.64680 -0.27677 -1.16988  0.272
H 1.78142 -0.11507 0.31259  0.292
H -2.52243 1.91698 0.09036  0.313

Entry 5:
Formula: C26H20As2F6N3P2PdS4Se2
Source: the Open Molecules 2025 dataset
Level of theory: wB97M-V/def2-TZVPD

Its spin multiplicity is 2. The value obtained for the frontier orbital gap (spin up / spin down) is 4.4662 / 4.4610 eV. The total energy is -13444.0867 Eh. The energy relative to the best compared isomer or geometry (same formula, charge and spin) is 126.3 kJ/mol.

Each line ends with the Mulliken spin population.
Cartesian coordinates (Å):
Pd 0.00595 -0.23458 0.02051  -0.012
S -2.31474 -0.12208 4.32556  0.418
As -1.57163 0.82344 2.63537  -0.061
S -2.05788 -0.47801 0.91303  0.000
S 0.42735 1.39931 1.46706  -0.018
S -2.97719 2.40496 2.71646  0.670
Se 6.11084 2.62007 -1.99768  0.000
P 5.03798 1.15706 -3.06415  0.000
C 6.01672 -0.34871 -3.35827  0.000
C 6.50306 -1.05804 -2.25775  0.000
C 7.29302 -2.17803 -2.45361  0.000
C 7.62662 -2.58586 -3.73827  0.000
C 7.17234 -1.86699 -4.83108  0.000
C 6.37265 -0.74675 -4.64521  0.000
C 4.53193 1.72229 -4.71282  0.000
C 4.94551 2.96974 -5.16505  0.000
C 4.65033 3.37207 -6.46049  0.000
C 3.96264 2.52044 -7.31316  0.000
C 3.55546 1.26954 -6.86810  0.000
C 3.82853 0.87339 -5.56849  0.000
C 3.58544 0.65277 -2.06768  0.002
C 2.20216 0.78400 -1.95447  -0.003
N 1.87793 0.17801 -0.77978  -0.001
N 2.96375 -0.26299 -0.18924  0.000
N 3.99091 0.01954 -0.94062  0.000
P 0.81897 1.50941 -2.77506  0.000
Se -1.06344 0.87128 -1.80430  0.003
C 0.98588 3.29603 -2.74382  0.001
C 2.17160 3.85184 -3.22205  0.000
C 2.32577 5.22594 -3.24102  0.000
C 1.30426 6.04456 -2.77526  0.000
C 0.13264 5.49215 -2.28016  0.000
C -0.03345 4.11463 -2.26241  -0.002
C 0.70947 0.94495 -4.46427  0.000
C 0.42260 1.82985 -5.49944  0.000
C 0.21292 1.33037 -6.77631  0.000
C 0.28646 -0.03511 -7.00741  0.000
C 0.57010 -0.91669 -5.96814  0.000
C 0.77467 -0.43285 -4.68872  0.000
H 6.25460 -0.73599 -1.25838  0.000
H 7.65114 -2.73429 -1.59730  0.000
H 8.24770 -3.46031 -3.88706  0.000
H 7.43696 -2.17284 -5.83533  0.000
H 6.03979 -0.18919 -5.50840  0.000
H 5.50305 3.61433 -4.49601  0.000
H 4.97756 4.34302 -6.80938  0.000
H 3.75310 2.82633 -8.33073  0.000
H 3.03558 0.59654 -7.53605  0.000
H 3.51702 -0.10655 -5.22583  0.000
H 2.96923 3.21484 -3.57527  0.000
H 3.24634 5.65401 -3.61567  0.000
H 1.42686 7.11984 -2.79476  0.000
H -0.65505 6.13225 -1.90548  0.000
H -0.94483 3.68059 -1.87425  0.001
H 0.36360 2.89369 -5.30624  0.000
H -0.01460 2.01056 -7.58677  0.000
H 0.11817 -0.42057 -8.00519  0.000
H 0.61374 -1.98226 -6.15098  0.000
H 0.97489 -1.11544 -3.86861  0.000
F 0.25482 -1.98222 -1.46657  0.000
As 0.62103 -3.40409 -0.36494  0.000
F -0.98883 -3.21153 0.20960  0.000
F 0.96722 -4.65456 0.73501  0.000
F 0.07761 -4.45855 -1.59727  0.000
F 2.20234 -3.37335 -1.01101  0.000
F 1.11294 -2.17322 0.83537  0.001